Below is C18H24N4O4S in the gas phase, with properties calculated with ωB97M-V with the def2-TZVPD basis set.

The calculation puts the total energy at -44041.2318 eV. The value obtained for the HOMO energy is -0.3135 Eh. As for the energy relative to the best compared isomer or geometry (same formula, charge and spin): 65.8 kcal per mole. As for the SMILES: CCc1nnc(NC(=O)[C@@H](NC(=O)c2cc(OC)cc(OC)c2)C(C)C)s1.

```
! wB97M-V def2-TZVPD RIJCOSX def2/J DEFGRID3
* xyz 0 1
C 2.90 3.02 0.81
C 2.15 2.32 -0.32
C 0.70 2.20 -0.03
N -0.24 2.74 -0.71
N -1.46 2.48 -0.28
C -1.51 1.69 0.74
N -2.68 1.40 1.38
C -3.22 0.29 1.99
O -4.23 0.42 2.63
C -2.61 -1.10 1.79
N -1.53 -1.17 0.85
C -1.73 -0.97 -0.48
O -2.84 -0.81 -0.95
C -0.47 -0.88 -1.27
C -0.44 0.07 -2.28
C 0.74 0.30 -2.97
O 0.91 1.25 -3.93
C -0.16 2.14 -4.17
C 1.87 -0.47 -2.69
C 1.82 -1.45 -1.71
O 2.87 -2.25 -1.36
C 4.07 -2.15 -2.10
C 0.65 -1.64 -0.98
C -2.24 -1.71 3.16
C -1.89 -3.18 3.02
C -1.11 -0.93 3.84
S 0.10 1.24 1.32
H 3.95 3.10 0.57
H 2.50 4.02 0.96
H 2.79 2.46 1.74
H 2.25 2.88 -1.25
H 2.56 1.31 -0.47
H -3.36 2.15 1.31
H -3.45 -1.68 1.37
H -0.59 -1.27 1.20
H -1.34 0.63 -2.48
H 0.22 2.85 -4.90
H -1.03 1.62 -4.58
H -0.44 2.67 -3.26
H 2.76 -0.27 -3.26
H 4.73 -2.91 -1.68
H 3.90 -2.35 -3.16
H 4.53 -1.16 -1.98
H 0.64 -2.41 -0.22
H -3.14 -1.61 3.78
H -1.69 -3.61 4.00
H -2.71 -3.73 2.57
H -1.01 -3.32 2.40
H -1.37 0.12 3.92
H -0.18 -1.02 3.29
H -0.95 -1.32 4.84
*
```

Mulliken atomic charge list, values in e, 2 entries: C -1.302; C -0.403

Below is C18H24N5O8P in the gas phase, with properties calculated with ωB97M-V with the def2-TZVPD basis set.

The calculation puts the total energy at -52179.4175 eV. The value obtained for the HOMO energy is -0.3411 Eh. As for the energy relative to the best compared isomer or geometry (same formula, charge and spin): 3.3 kcal per mole. As for the SMILES: CCCC(=O)Nc1ncnc2c1ncn2[C@@H]1O[C@@H]2CO[P@](=O)(O)O[C@H]2[C@H]1OC(=O)CCC.

```
! wB97M-V def2-TZVPD RIJCOSX def2/J DEFGRID3
* xyz 0 1
C -5.47 -0.53 -2.59
C -5.62 -0.92 -1.13
C -5.77 0.33 -0.25
C -5.86 -0.05 1.20
O -6.87 0.00 1.85
N -4.72 -0.56 1.81
C -3.41 -0.73 1.48
N -2.78 -1.60 2.28
C -1.50 -1.87 2.11
N -0.68 -1.35 1.21
C -1.28 -0.46 0.42
C -2.64 -0.09 0.49
N -2.88 0.88 -0.46
C -1.75 1.06 -1.06
N -0.73 0.30 -0.57
C 0.61 0.23 -1.08
O 0.79 -1.02 -1.74
C 2.02 -1.57 -1.32
C 2.14 -3.08 -1.37
O 3.42 -3.40 -0.86
P 3.94 -2.83 0.55
O 5.35 -3.04 0.79
O 2.94 -3.52 1.60
O 3.49 -1.28 0.57
C 2.16 -1.12 0.13
C 1.68 0.33 0.03
O 2.73 1.17 -0.41
C 3.48 1.75 0.57
O 3.17 1.73 1.73
C 4.70 2.40 -0.02
C 5.19 3.59 0.80
C 4.23 4.77 0.70
H -5.36 -1.42 -3.21
H -4.58 0.09 -2.73
H -6.34 0.03 -2.93
H -4.74 -1.49 -0.81
H -6.50 -1.56 -1.00
H -6.69 0.85 -0.51
H -4.91 0.99 -0.42
H -4.93 -0.99 2.71
H -1.07 -2.59 2.79
H -1.60 1.76 -1.86
H 0.74 1.05 -1.80
H 2.85 -1.13 -1.90
H 2.11 -3.47 -2.39
H 1.35 -3.54 -0.76
H 3.44 -3.82 2.36
H 1.46 -1.67 0.77
H 1.28 0.71 0.98
H 5.47 1.62 -0.05
H 4.48 2.69 -1.05
H 6.18 3.88 0.45
H 5.27 3.27 1.85
H 4.60 5.61 1.29
H 4.13 5.10 -0.33
H 3.25 4.50 1.08
*
```

Mulliken atomic charge list, values in e, 2 entries: C -1.272; C -0.202

Below is a molecular structure, C18H25BF4NOS2Si2, with properties calculated with ωB97M-V with the def2-TZVPD basis set.

The calculation puts the total energy at -71591.8400 eV. The value obtained for the HOMO energy is -0.2385 Eh.

```
! wB97M-V def2-TZVPD RIJCOSX def2/J DEFGRID3
* xyz -1 1
C -2.95 -2.77 -4.30
C -1.95 -3.72 -3.58
Si -0.45 -2.76 -3.01
O 0.64 -3.79 -2.25
Si 1.92 -3.07 -1.46
C 1.32 -1.93 -0.06
C 2.08 -2.17 1.25
C 1.30 -1.73 2.49
S 1.86 -0.11 3.08
C 0.33 0.65 3.57
S -0.72 -0.18 4.51
N 0.19 1.99 3.23
C -1.08 2.59 3.58
C -1.11 3.44 4.67
C -2.28 4.09 5.06
C -3.44 3.89 4.33
C -3.40 3.03 3.24
C -2.24 2.39 2.85
C 0.56 2.37 1.87
C 1.12 3.63 1.70
C 1.47 4.09 0.44
C 1.27 3.28 -0.67
C 0.68 2.03 -0.49
C 0.33 1.57 0.77
H -3.41 -3.26 -5.14
H -2.44 -1.88 -4.66
H -3.71 -2.47 -3.59
H -2.41 -4.14 -2.68
H -1.64 -4.54 -4.20
H -0.91 -1.72 -2.05
H 0.24 -2.08 -4.12
H 2.79 -2.36 -2.41
H 2.75 -4.11 -0.80
H 1.39 -0.90 -0.38
H 0.28 -2.22 0.12
H 2.22 -3.25 1.34
H 3.08 -1.74 1.20
H 0.24 -1.68 2.25
H 1.45 -2.45 3.29
H -0.20 3.61 5.22
H -2.25 4.76 5.91
H -4.35 4.39 4.62
H -4.31 2.89 2.66
H -2.24 1.75 1.98
H 1.27 4.26 2.57
H 1.91 5.07 0.33
H 1.56 3.62 -1.64
H 0.53 1.42 -1.37
H -0.13 0.60 0.87
B 2.58 -2.07 -6.03
F 3.13 -1.52 -4.86
F 2.25 -3.43 -5.80
F 1.40 -1.37 -6.38
F 3.51 -1.98 -7.08
*
```

Mulliken atomic charge list, values in e, 2 entries: C -1.107; C -0.452

Below is C18H25ClN4OS in the gas phase, with properties calculated with ωB97M-V with the def2-TZVPD basis set.

The calculation puts the total energy at -50419.9174 eV. The value obtained for the HOMO energy is -0.2895 Eh. As for the energy relative to the best compared isomer or geometry (same formula, charge and spin): 434.0 kcal per mole. As for the SMILES: NC(=O)C1(N2CCCCC2)CCN(C(=S)Nc2cccc(Cl)c2)CC1.

```
! wB97M-V def2-TZVPD RIJCOSX def2/J DEFGRID3
* xyz 0 1
N -0.96 -2.39 0.48
C -1.32 -1.26 0.95
O -1.85 -1.17 2.01
C -1.24 0.02 0.12
N -2.46 0.20 -0.80
C -3.10 -0.77 -1.42
C -4.11 -1.54 -0.89
C -5.25 -0.67 -0.27
C -4.53 0.32 0.72
C -3.62 1.38 -0.06
C -1.02 1.15 1.08
C 0.38 1.04 1.87
N 1.38 0.93 1.01
C 2.15 2.17 0.32
S 1.87 3.51 1.17
N 3.24 1.73 -0.29
C 4.23 1.08 -0.43
C 5.18 1.07 -1.40
C 6.09 0.04 -1.69
C 6.20 -0.91 -0.75
C 5.28 -1.15 0.39
Cl 5.34 -2.44 1.24
C 4.19 -0.19 0.60
C 1.13 -0.04 -0.04
C -0.20 -0.02 -0.81
H -1.16 -3.16 0.78
H -0.79 -2.38 -0.50
H -2.34 -1.43 -1.70
H -3.56 -0.14 -2.20
H -4.54 -2.32 -1.41
H -3.52 -2.02 -0.03
H -5.97 -1.34 0.52
H -5.72 -0.36 -0.93
H -5.32 1.12 1.16
H -4.08 -0.13 1.44
H -3.25 2.08 0.41
H -4.05 1.45 -1.05
H -1.85 1.25 2.12
H -0.84 1.98 0.71
H 0.75 1.66 2.51
H 0.47 -0.14 2.39
H 3.51 2.87 -0.60
H 5.09 1.75 -2.11
H 6.82 0.09 -2.35
H 6.99 -1.57 -0.78
H 3.57 -0.21 1.57
H 2.12 -0.24 -0.72
H 1.13 -1.06 0.63
H -0.27 -0.88 -1.58
H -0.20 1.05 -1.42
*
```

Mulliken atomic charge list, values in e, 2 entries: N 0.029; C -0.809